Here is a molecular structure, C16H10ClF6N2OPRh from OMol25. Energies are from ωB97M-V with the def2-TZVPD basis set.

The charge is +2. The value obtained for the LUMO energy (alpha / beta) is -8.83 / -9.96 eV. Its largest force on an atom is 0.37 eV/Å. The HOMO energy (alpha / beta) comes out at -15.5 / -15.6 eV. The energy above the lowest of the compared OMol25 structures with the same formula, charge and spin is 1.4 kcal/mol. As for the spin multiplicity: 2.

```
38
C16H10ClF6N2OPRh (ωB97M-V with the def2-TZVPD basis set)
Rh -0.2158 0.8718 0.5098
Cl 2.5802 2.2985 -5.8952
C 1.8180 2.3188 -4.4016
C 1.0177 3.4256 -4.0256
C 0.4210 3.4352 -2.8084
C 0.5718 2.3328 -1.8912
O 0.0041 2.4187 -0.7694
C 1.3807 1.1933 -2.2928
C 1.6184 0.0307 -1.4739
N 1.1146 -0.2449 -0.3196
C 1.3689 -1.4553 0.4038
C 2.3206 -2.3942 0.0948
C 2.4265 -3.5532 0.8822
C 1.5949 -3.7650 1.9504
C 0.6156 -2.8073 2.2926
C -0.2932 -2.9410 3.3708
C -1.2144 -1.9585 3.6121
C -1.2407 -0.8221 2.7937
N -0.3877 -0.6670 1.7988
C 0.5249 -1.6425 1.5165
C 1.9898 1.2217 -3.5279
H 0.8961 4.2470 -4.7189
H -0.1975 4.2600 -2.4803
H 2.3038 -0.7024 -1.8876
H 3.0047 -2.2746 -0.7341
H 3.1805 -4.2846 0.6276
H 1.6823 -4.6653 2.5445
H -0.2543 -3.8267 3.9923
H -1.9294 -2.0333 4.4182
H -1.9699 -0.0373 2.9516
H 2.6155 0.4011 -3.8564
F -1.6039 0.2133 -0.5204
P -4.0469 -0.7757 -0.0233
F -5.4375 -1.2986 0.2933
F -3.6559 -1.5238 -1.3396
F -3.1323 -1.8218 0.7486
F -3.7657 0.2062 1.1983
F -4.3391 0.4975 -0.8845
```

Here is a single C16H11BrN4O molecule at a distorted geometry from OMol25. Energies are from ωB97M-V with the def2-TZVPD basis set.

As for the structure (SMILES): O=C1Nc2ncc(Br)cc2[C@]12C[C@H]2c1ccc2c[nH]nc2c1. The value obtained for the LUMO energy is 0.03 eV. Its largest force on an atom is 5.82 eV/Å. The HOMO energy comes out at -8.3 eV.

```
33
C16H11BrN4O (ωB97M-V with the def2-TZVPD basis set)
O 3.4132 -2.5822 -0.6573
C 2.5662 -1.8853 -1.1891
N 1.9583 -2.2494 -2.3635
C 1.2002 -1.1382 -2.6542
N 0.8073 -0.9618 -3.9076
C -0.0885 -0.0431 -4.0882
C -0.3564 0.9457 -3.1390
Br -1.4645 2.3800 -3.6839
C 0.0570 0.7177 -1.8044
C 0.8725 -0.3710 -1.5805
C 1.7579 -0.8765 -0.4723
C 2.5235 0.1803 0.3268
C 1.6337 -0.7974 1.0335
C 0.2820 -0.2982 1.6370
C -0.4068 -1.2136 2.3617
C -1.6684 -0.9444 2.7520
C -2.2747 0.3467 2.4107
C -3.4884 0.9593 2.5274
N -3.3688 2.2673 2.2020
N -2.1236 2.4434 1.6350
C -1.5006 1.3079 1.7429
C -0.1614 1.0331 1.3867
H 2.6832 -2.5669 -3.0023
H -0.4583 0.1646 -5.0602
H -0.1939 1.5159 -1.1423
H 3.6063 0.1620 0.3931
H 2.2525 1.2558 0.4055
H 2.2848 -1.3955 1.6215
H 0.1174 -2.1779 2.5495
H -2.3290 -1.5827 3.3280
H -4.3865 0.5863 3.0618
H -4.0947 3.0172 2.4896
H 0.3486 1.8010 0.8800
```

Here is a single C16H11ClN2O3S molecule at a distorted geometry from OMol25. Energies are from ωB97M-V with the def2-TZVPD basis set.

As for the structure (SMILES): O=C(O)c1ccc(CSc2nnc(-c3ccc(Cl)cc3)o2)cc1. The value obtained for the LUMO energy is -0.01 eV. Its largest force on an atom is 1.77 eV/Å. The HOMO energy comes out at -8.5 eV. The energy above the lowest of the compared OMol25 structures with the same formula, charge and spin is 0.0 kcal/mol.

```
34
C16H11ClN2O3S (ωB97M-V with the def2-TZVPD basis set)
O -7.2612 -1.1692 -1.0624
C -6.6312 -0.9341 -0.0618
O -7.2025 -0.9209 1.1524
C -5.1812 -0.6383 -0.0325
C -4.4850 -0.6090 -1.2387
C -3.1321 -0.3374 -1.2511
C -2.4531 -0.0979 -0.0608
C -0.9924 0.2086 -0.0716
S -0.7654 2.0481 -0.0819
C 0.9557 2.1044 -0.0600
N 1.6955 3.1718 -0.0483
N 2.9695 2.7554 -0.0335
C 2.9669 1.4574 -0.0363
C 4.1102 0.5796 -0.0239
C 3.9513 -0.8058 -0.0280
C 5.0582 -1.6307 -0.0163
C 6.3272 -1.0697 -0.0004
Cl 7.7103 -2.0994 0.0141
C 6.4989 0.3091 0.0039
C 5.3923 1.1318 -0.0078
O 1.6909 0.9678 -0.0532
C -3.1536 -0.1213 1.1413
C -4.5075 -0.3901 1.1607
H -8.1488 -1.1171 1.0702
H -5.0250 -0.8004 -2.1533
H -2.5959 -0.3113 -2.1881
H -0.4956 -0.1654 0.8231
H -0.5049 -0.1784 -0.9656
H 2.9598 -1.2327 -0.0406
H 4.9427 -2.7031 -0.0195
H 7.4930 0.7269 0.0162
H 5.4938 2.2050 -0.0049
H -2.6311 0.0754 2.0659
H -5.0495 -0.4091 2.0927
```